--- i ---
DFT (ωB97M-V/def2-TZVPD) results for the molecule C4H9FS.

```
15
Properties=species:S:1:pos:R:3
S -2.153 -0.414 -0.090
F 2.210 -1.173 0.148
C 0.866 -0.869 -0.275
C -0.936 1.019 -0.010
C 0.421 0.450 0.397
C 1.620 1.369 -0.102
H 1.595 1.457 -1.178
H 1.441 2.434 0.141
H 0.295 -1.827 -0.046
H -1.017 1.368 -1.047
H 0.985 -0.593 -1.338
H -2.418 -0.535 1.208
H 2.625 0.928 0.131
H 0.556 0.347 1.456
H -1.327 1.795 0.724
```

Calculated values
- HOMO energy (eV) = -9.294
- SMILES = C[C@H](CF)CS
- gap between HOMO and LUMO (eV) = 10.128

--- ii ---
DFT (ωB97M-V/def2-TZVPD) results for the molecule C4H9FS.

```
15
Properties=species:S:1:pos:R:3
S 1.211 -0.527 -0.826
F -3.448 -0.605 -0.241
C -2.016 -0.616 0.093
C 0.152 0.672 -0.140
C -1.349 0.578 -0.485
C 2.738 -0.427 0.286
H 2.780 0.164 1.229
H -1.670 0.553 -1.538
H -1.958 -0.565 1.188
H -1.897 1.422 -0.117
H 3.372 0.050 -0.472
H 0.233 0.655 1.045
H 3.116 -1.397 0.521
H -1.734 -1.607 -0.192
H 0.471 1.651 -0.351
```

Calculated values
- HOMO energy (eV) = -8.686
- SMILES = CSCCCF
- gap between HOMO and LUMO (eV) = 9.605

Least stable structure among those shown: ii.